w.
Computed, not measured: a cluster of 2 separate species, C2H4NP in total, with ωB97M-V with the def2-TZVPD basis set.

- Charge: 0
- HOMO energy (alpha / beta): -7.528 / -7.529 eV

Geometry as XYZ:
```
8
Properties=species:S:1:pos:R:3:nbo_charge:R:1
C -0.78656 -1.28122 -1.06677 -0.187
C 0.31823 1.24047 1.01111 -0.760
N 0.09591 -1.92697 -0.41788 -0.552
P 0.78161 -0.53800 -1.17096 0.680
H -1.67609 -1.59101 -1.55929 0.219
H -0.35093 0.81855 1.74323 0.204
H 0.22248 2.06313 0.25830 0.207
H 1.39535 1.21505 1.20225 0.189
```

x.
Computed, not measured: an isolated molecule of C2H4NP, with ωB97M-V with the def2-TZVPD basis set.

- Charge: 0
- HOMO energy: -9.559 eV

Geometry as XYZ:
```
8
Properties=species:S:1:pos:R:3:nbo_charge:R:1
C 0.37157 0.77167 -0.00121 -0.272
C 0.38310 -0.78753 -0.00119 -0.713
N 1.73970 1.09986 -0.06192 -0.780
P 2.33663 -0.35991 0.01873 0.916
H -0.29883 1.57410 -0.70824 0.201
H -0.07178 0.91612 1.02798 0.205
H -0.14332 -1.23174 0.78033 0.216
H 0.03553 -1.22823 -0.97357 0.228
```

Name the most stable of them. x.

w.
Computed, not measured: a structure of composition C6H8N2OS, with ωB97M-V with the def2-TZVPD basis set.

- Charge: 0
- HOMO energy (alpha / beta): -8.213 / -9.364 eV

Geometry as XYZ:
```
18
Properties=species:S:1:pos:R:3:nbo_charge:R:1
C -2.61292 0.58142 -0.63401 -0.052
C -0.94853 1.51053 0.35165 0.173
C -1.67499 -0.38461 -0.55321 -0.168
C 0.29125 -0.80626 0.29529 0.070
C 1.32068 -0.79291 1.36053 -0.682
C 2.21585 0.56122 -1.62943 -0.490
N -2.14066 1.75468 -0.07686 -0.418
N -0.64146 0.22205 0.16099 -0.385
O -1.69762 -2.51244 0.95556 -0.931
S -1.02810 -2.03632 -0.25830 1.270
H -3.65777 0.54974 -0.90243 0.223
H -0.41732 2.10317 0.98743 0.198
H 0.89391 -0.93203 2.34319 0.239
H 1.59730 0.30252 1.27047 0.223
H 2.17690 -1.34094 1.22517 0.239
H 2.71092 -0.43476 -1.46384 0.165
H 1.74769 1.08104 -0.81468 0.158
H 1.86486 0.57390 -2.61752 0.167
```

x.
Computed, not measured: a cluster of 2 separate species, C6H8N2OS in total, with ωB97M-V with the def2-TZVPD basis set.

- Charge: 0
- HOMO energy (alpha / beta): -8.414 / -8.864 eV

Geometry as XYZ:
```
18
Properties=species:S:1:pos:R:3:nbo_charge:R:1
C -2.41574 0.21057 -1.09051 -0.435
C -3.40449 -0.59072 -0.60796 -0.049
C -1.71863 0.59946 0.04550 0.153
C 2.48531 0.32343 -0.00532 -0.156
C 1.55781 0.66725 0.80603 -0.440
C 3.38424 -0.95516 0.11197 -0.630
N -2.19937 0.07605 1.12995 -0.347
N -3.19765 -0.68915 0.73909 -0.350
O 1.05823 2.52739 -0.97826 -0.870
S 0.48050 2.10485 0.31617 1.106
H -2.40759 0.61141 -2.11032 0.245
H -4.27192 -1.25060 -1.13213 0.227
H 2.78596 1.01612 -0.81779 0.233
H 1.10752 0.26584 1.78087 0.236
H 4.34914 -0.62297 0.33887 0.220
H 2.91376 -1.57117 0.93923 0.214
H 3.32555 -1.48673 -0.91037 0.226
H -3.83264 -1.23588 1.44498 0.418
```

y.
Computed, not measured: a cluster of 2 separate species, C6H8N2OS in total, with ωB97M-V with the def2-TZVPD basis set.

- Charge: 0
- HOMO energy: -8.264 eV

Geometry as XYZ:
```
18
Properties=species:S:1:pos:R:3:nbo_charge:R:1
C -0.06046 -2.41839 1.60616 -0.017
C 2.43686 0.44088 1.48258 0.457
C -1.55617 -0.21105 -0.88470 -0.440
C -1.34766 0.82641 0.25502 -0.434
C -0.18139 0.24987 -0.53447 0.066
C 0.54796 1.04663 -1.55047 -0.605
N 0.16156 -1.61454 0.79212 -0.006
N 0.65850 -0.66194 0.19821 -0.324
O 2.98270 0.63996 0.46898 -0.479
S 1.71151 0.17095 2.83333 0.002
H -0.16199 -3.43030 1.86588 0.233
H -1.73767 -1.18807 -0.53836 0.206
H -2.10567 0.07695 -1.83340 0.222
H -1.75787 1.88909 -0.01788 0.227
H -1.53766 0.41629 1.31404 0.226
H 0.00364 2.05316 -1.79846 0.207
H 0.33222 0.55199 -2.40444 0.212
H 1.61159 1.16211 -1.25417 0.246
```

Name the most stable of them. y.

w.
Computed, not measured: a cluster of 2 separate species, C7H12N3 in total, with ωB97M-V with the def2-TZVPD basis set.

- Charge: +1
- HOMO energy: -12.561 eV

Geometry as XYZ:
```
22
Properties=species:S:1:pos:R:3:nbo_charge:R:1
C -3.12103 0.93107 0.04115 -0.278
C -2.22668 1.96394 -0.12953 0.072
C -2.70712 -0.39200 0.09092 0.234
C -1.30945 -0.63875 -0.07052 0.118
C -0.38370 0.43048 -0.27165 -0.003
C 4.57628 0.20793 0.10193 -0.336
C 3.40234 0.77364 0.40309 -0.392
N -0.93886 1.69954 -0.35924 -0.441
N -3.65413 -1.35116 0.31606 -0.760
N -0.83406 -1.91229 -0.16025 -0.776
H -4.16264 1.15819 0.25522 0.252
H -2.43643 3.09561 -0.00072 0.258
H 4.87879 -0.76304 0.07680 0.197
H 5.48068 0.86830 0.31021 0.198
H 0.76153 0.36409 -0.33815 0.254
H 3.43882 1.81222 0.67168 0.196
H 0.09602 -2.16255 -0.31126 0.409
H -0.22990 2.37047 -0.32916 0.431
H -4.64049 -1.25899 0.15439 0.427
H -3.38566 -2.34307 0.50785 0.408
H -1.28682 -2.65333 0.36174 0.389
H 2.48542 0.36622 0.33066 0.141
```

x.
Computed, not measured: the ion C7H12N3 with charge +1, with ωB97M-V with the def2-TZVPD basis set.

- Charge: +1
- SMILES string: C[N+]1=CN([C@@]2(C)C=N2)CC1
- HOMO energy: -13.762 eV

Geometry as XYZ:
```
22
Properties=species:S:1:pos:R:3:nbo_charge:R:1
C 2.41440 -1.32720 -1.48331 -0.415
N 1.35007 -0.78998 -0.71292 -0.308
C 0.66310 0.31845 -0.68350 0.393
N -0.27115 0.36674 0.29760 -0.370
C -1.22355 1.46669 0.46836 0.151
C -2.53127 1.29129 -0.31358 -0.625
C -1.09652 2.33883 1.63147 0.086
N -0.62462 2.80773 0.54700 -0.260
C -0.03895 -0.87088 1.22451 -0.246
C 0.87380 -1.71414 0.39493 -0.236
H 3.32889 -1.27597 -0.94396 0.228
H 2.23640 -2.34142 -1.76817 0.231
H 2.52387 -0.73330 -2.43217 0.234
H 0.76677 0.97482 -1.49759 0.246
H -3.19735 1.99721 0.02100 0.230
H -2.36560 1.46627 -1.39325 0.232
H -2.97879 0.21952 -0.07883 0.228
H -1.62251 2.64597 2.51237 0.247
H -0.93875 -1.48587 1.34484 0.247
H 0.49483 -0.67778 2.20698 0.241
H 1.76900 -2.12239 0.93229 0.239
H 0.46794 -2.55462 -0.27407 0.227
```

Name the most stable of them. w.